No. 1
Entry from OMol25: a molecular structure, C40H36N4O6PRuS4 (wB97M-V/def2-TZVPD).

Geometry as ORCA input:
```
! wB97M-V def2-TZVPD RIJCOSX def2/J DEFGRID3
* xyz 0 2
Ru -0.365 0.117 -0.332
O -0.469 1.958 0.834
C -1.566 2.134 1.716
C -2.778 1.426 1.197
C -4.050 1.817 1.580
C -5.137 1.058 1.184
C -4.913 -0.072 0.414
C -3.613 -0.378 0.053
N -2.564 0.358 0.425
H 0.330 1.897 1.437
H -1.764 3.199 1.847
H -1.314 1.721 2.700
H -4.176 2.702 2.191
H -6.140 1.343 1.473
H -5.724 -0.708 0.085
H -3.393 -1.235 -0.570
C 3.151 4.707 0.838
C 1.979 4.881 0.119
C 1.456 3.833 -0.627
C 2.100 2.598 -0.661
C 3.285 2.435 0.062
C 3.807 3.484 0.802
P 1.311 1.228 -1.556
C 2.564 0.585 -2.714
C 2.126 -0.192 -3.787
C 3.025 -0.647 -4.739
C 4.373 -0.330 -4.637
C 4.813 0.457 -3.584
C 3.915 0.917 -2.630
C -0.039 1.852 -2.536
C -0.181 2.679 -3.643
C -1.458 2.868 -4.145
C -2.536 2.214 -3.546
C -2.374 1.383 -2.444
C -1.099 1.194 -1.908
H 3.546 5.517 1.438
H 1.459 5.831 0.147
H 0.528 3.969 -1.166
H 3.795 1.481 0.062
H 4.719 3.339 1.368
H 1.082 -0.444 -3.880
H 2.666 -1.253 -5.562
H 5.075 -0.690 -5.379
H 5.860 0.725 -3.503
H 4.282 1.549 -1.835
H 0.682 3.155 -4.097
H -1.623 3.508 -5.003
H -3.531 2.352 -3.956
H -3.246 0.882 -2.041
O -5.401 -6.000 0.152
C -4.108 -5.929 -0.393
N -3.354 -4.793 0.097
C -3.060 -4.723 1.412
O -3.445 -5.576 2.206
C -2.276 -3.536 1.878
C -2.200 -3.267 3.236
C -1.505 -2.142 3.651
C -0.920 -1.330 2.695
N -0.980 -1.590 1.387
C -1.634 -2.679 0.998
H -5.279 -6.147 1.099
H -4.210 -5.816 -1.469
H -3.547 -6.838 -0.176
H -3.111 -4.048 -0.539
H -2.687 -3.935 3.934
H -1.418 -1.885 4.698
H -0.380 -0.435 2.983
H -1.629 -2.853 -0.072
C -1.802 -2.073 -5.185
O -0.914 -1.820 -4.087
C -1.321 -2.048 -2.843
S -2.849 -2.607 -2.526
S -0.015 -1.779 -1.711
H -1.225 -1.840 -6.075
H -2.677 -1.430 -5.114
H -2.122 -3.112 -5.188
O 2.323 3.419 3.856
S 1.886 2.069 4.058
O 0.862 1.825 5.037
N 1.430 1.376 2.628
C 2.149 0.313 2.325
S 1.883 -0.696 1.005
C 3.270 0.065 3.284
C 4.248 -0.913 3.237
C 5.201 -0.934 4.248
C 5.173 -0.002 5.283
C 4.191 0.979 5.332
C 3.257 0.985 4.316
H 4.256 -1.636 2.430
H 5.977 -1.688 4.235
H 5.929 -0.042 6.057
H 4.160 1.709 6.131
*
```

Its frontier orbital gap (alpha / beta) is 7.244 / 7.202 eV. The energy above the lowest of the compared OMol25 structures with the same formula, charge and spin is 3.5 kcal per mole.

Results of the Mulliken charge analysis, in e, for atoms 1 through 4: number 1, Ru, carries 0.631; number 2, O, carries 0.143; number 3, C, carries -1.085; number 4, C, carries 0.541

No. 2
Entry from OMol25: a molecular structure, C40H37AsBIN11S3Sr (wB97M-V/def2-TZVPD).

Geometry as ORCA input:
```
! wB97M-V def2-TZVPD RIJCOSX def2/J DEFGRID3
* xyz -1 1
Sr -0.656 0.926 1.660
C -4.644 -0.686 -0.508
C -3.286 -0.839 -0.207
N -2.749 0.323 0.152
N -3.737 1.242 0.083
C -4.881 0.660 -0.315
B -3.543 2.744 0.397
N -3.456 2.980 1.924
C -4.168 3.867 2.639
C -3.757 3.800 3.954
C -2.757 2.821 3.945
N -2.586 2.331 2.724
N -2.290 3.304 -0.305
C -2.266 4.264 -1.245
C -0.950 4.562 -1.532
C -0.219 3.717 -0.688
N -1.031 2.959 0.039
H -5.342 -1.439 -0.830
H -2.673 -1.728 -0.222
H -5.778 1.243 -0.437
H -4.507 3.339 -0.012
H -4.918 4.478 2.166
H -4.120 4.373 4.789
H -2.151 2.455 4.760
H -3.184 4.676 -1.631
H -0.574 5.289 -2.231
H 0.849 3.626 -0.570
S 1.394 -0.777 2.940
C 2.802 0.253 3.087
C 4.047 -0.456 3.156
N 5.010 -1.091 3.172
C 2.789 1.618 3.110
S 1.407 2.652 2.944
C 4.056 2.290 3.245
N 5.072 2.826 3.334
S -0.730 -3.692 -0.019
C 0.945 -3.862 0.179
N 1.546 -3.653 1.348
C 2.986 -3.724 1.549
C 3.699 -3.381 0.256
C 3.174 -4.279 -0.851
N 1.717 -4.254 -0.854
H 1.022 -3.136 2.039
H 3.267 -4.729 1.884
H 3.241 -3.019 2.336
H 4.775 -3.512 0.371
H 3.507 -2.333 0.013
H 3.534 -5.303 -0.702
H 3.520 -3.937 -1.827
H 1.221 -4.403 -1.715
C 4.002 -3.001 -4.645
C 4.519 -2.084 -3.740
C 3.673 -1.403 -2.878
C 2.295 -1.618 -2.910
C 1.785 -2.532 -3.827
C 2.632 -3.220 -4.687
As 1.196 -0.718 -1.544
C -0.417 -0.334 -2.582
C -1.269 -1.403 -2.863
C -2.473 -1.194 -3.517
C -2.864 0.092 -3.862
C -2.043 1.164 -3.550
C -0.824 0.953 -2.917
C 2.143 0.984 -1.610
C 2.400 1.686 -2.789
C 3.144 2.853 -2.755
C 3.657 3.320 -1.547
C 3.421 2.623 -0.374
C 2.661 1.457 -0.409
H 4.661 -3.537 -5.316
H 5.586 -1.899 -3.703
H 4.091 -0.687 -2.179
H 0.719 -2.704 -3.885
H 2.217 -3.925 -5.397
H -1.019 -2.399 -2.512
H -3.127 -2.034 -3.722
H -3.818 0.259 -4.348
H -2.348 2.176 -3.786
H -0.209 1.807 -2.674
H 2.024 1.312 -3.734
H 3.337 3.397 -3.672
H 4.243 4.230 -1.522
H 3.811 2.983 0.569
H 2.496 0.900 0.509
I -6.330 -1.526 3.855
C -4.296 -1.281 4.265
C -3.792 -1.534 5.529
C -2.436 -1.342 5.736
C -1.648 -0.911 4.679
N -2.144 -0.669 3.465
C -3.448 -0.848 3.260
H -4.438 -1.869 6.329
H -1.992 -1.525 6.705
H -0.581 -0.754 4.791
H -3.825 -0.630 2.268
*
```

Its frontier orbital gap is 6.023 eV. The energy above the lowest of the compared OMol25 structures with the same formula, charge and spin is 11.8 kcal per mole.

Results of the Mulliken charge analysis, in e, for atoms 1 through 4: number 1, Sr, carries 1.342; number 2, C, carries -1.133; number 3, C, carries -0.656; number 4, N, carries 1.384

No. 3
Entry from OMol25: a molecular structure, C40H37IN2O2SSiTi (wB97M-V/def2-TZVPD).

Geometry as ORCA input:
```
! wB97M-V def2-TZVPD RIJCOSX def2/J DEFGRID3
* xyz -1 2
Ti 0.807 -0.399 -0.742
C 0.391 0.616 6.712
C -0.144 -0.076 5.451
C -1.512 -0.710 5.745
C 0.832 -1.190 5.071
C -0.325 0.941 4.324
C -1.035 2.129 4.575
C -1.263 3.065 3.588
C -0.797 2.796 2.307
S -0.959 3.745 0.869
C -0.137 2.493 -0.026
N 0.237 1.464 0.675
C -0.111 1.614 2.018
C 0.144 0.701 3.044
C 0.036 2.553 -1.471
C -0.288 3.722 -2.170
C -0.191 3.745 -3.545
C 0.220 2.589 -4.205
C 0.538 1.446 -3.488
C 0.473 1.368 -2.087
H 0.538 -0.124 7.503
H -0.292 1.376 7.093
H 1.352 1.093 6.508
H -1.427 -1.426 6.567
H -1.868 -1.244 4.861
H -2.253 0.043 6.022
H 0.939 -1.874 5.917
H 1.819 -0.787 4.836
H 0.472 -1.766 4.218
H -1.418 2.323 5.568
H -1.802 3.979 3.805
H 0.700 -0.191 2.807
H -0.615 4.610 -1.638
H -0.434 4.643 -4.098
H 0.291 2.581 -5.287
H 0.822 0.572 -4.061
O -1.188 -2.178 2.455
C -0.884 -1.569 1.439
O 0.275 -1.511 0.892
C -1.958 -0.781 0.710
C -3.167 -0.458 1.364
C -4.090 0.278 0.691
C -3.860 0.609 -0.667
C -4.802 1.310 -1.455
C -4.557 1.541 -2.779
C -3.373 1.058 -3.378
C -2.440 0.392 -2.637
C -2.645 0.189 -1.254
N -1.676 -0.434 -0.520
H -3.291 -0.782 2.387
H -5.012 0.599 1.163
H -5.721 1.649 -0.992
H -5.279 2.079 -3.380
H -3.204 1.218 -4.435
H -1.537 -0.003 -3.078
I 3.480 -0.385 -3.155
C 2.171 -1.474 -4.358
C 2.510 -1.593 -5.679
C 1.726 -2.377 -6.547
C 0.658 -3.057 -6.044
C 0.307 -2.960 -4.675
C -0.760 -3.749 -4.181
C -1.071 -3.704 -2.858
C -0.393 -2.799 -2.011
C 0.610 -1.936 -2.411
C 1.027 -2.104 -3.783
H 3.394 -1.095 -6.054
H 1.997 -2.454 -7.592
H 0.061 -3.700 -6.681
H -1.292 -4.396 -4.870
H -1.857 -4.332 -2.453
H -0.726 -2.781 -0.980
C 3.292 -0.196 2.273
Si 3.243 -0.370 0.367
C 4.302 -1.951 0.185
C 4.429 1.062 -0.128
H 4.337 -0.256 2.599
H 2.750 -1.016 2.750
H 2.883 0.748 2.642
H 5.277 -1.820 0.670
H 4.474 -2.243 -0.852
H 3.792 -2.781 0.682
H 5.204 1.179 0.638
H 3.890 2.011 -0.208
H 4.950 0.905 -1.077
*
```

Its frontier orbital gap (alpha / beta) is 6.362 / 6.256 eV. The energy above the lowest of the compared OMol25 structures with the same formula, charge and spin is 8.8 kcal per mole.

Results of the Mulliken charge analysis, in e, for atoms 1 through 4: number 1, Ti, carries -0.090; number 2, C, carries -1.819; number 3, C, carries 2.231; number 4, C, carries -1.632

No. 4
Entry from OMol25: a single C40H37N3O6 molecule in a non-equilibrium geometry (wB97M-V/def2-TZVPD).

Geometry as ORCA input:
```
! wB97M-V def2-TZVPD RIJCOSX def2/J DEFGRID3
* xyz 0 1
C 0.481 -1.586 4.611
C -0.486 -0.847 3.745
C -1.766 -0.363 4.418
O 0.146 0.384 3.279
C 1.285 0.247 2.509
O 2.245 0.958 2.696
C 1.138 -0.646 1.255
C 2.458 -1.570 1.056
C 3.647 -1.607 2.025
C 3.963 -2.764 2.764
C 5.032 -2.746 3.655
C 5.886 -1.627 3.763
N 6.994 -1.646 4.637
O 7.734 -0.636 4.737
O 7.167 -2.714 5.278
C 5.618 -0.509 2.937
C 4.569 -0.540 2.040
C -0.067 -1.525 1.394
O -0.429 -2.104 0.393
O -0.783 -1.626 2.575
H 1.377 -1.907 4.082
H 0.758 -0.930 5.413
H 0.034 -2.490 5.005
H -2.462 0.051 3.697
H -2.272 -1.190 4.929
H -1.492 0.397 5.136
H 2.089 -2.599 0.846
H 2.916 -1.155 0.135
H 3.348 -3.653 2.616
H 5.287 -3.641 4.205
H 6.302 0.332 2.953
H 4.446 0.288 1.346
C -2.598 5.661 -2.003
N -2.392 5.211 -0.631
C -3.335 5.609 0.328
C -4.687 5.718 -0.062
C -5.708 5.584 0.888
C -5.409 5.440 2.245
C -4.077 5.594 2.650
C -3.049 5.741 1.710
C -1.544 4.126 -0.455
C -1.238 3.604 0.808
C -0.592 2.373 0.988
C -0.112 1.619 -0.102
C 0.794 0.376 0.018
C 0.613 -0.494 -1.202
C 1.767 -0.857 -1.923
C 1.688 -1.665 -3.061
C 0.458 -2.031 -3.583
N 0.349 -2.804 -4.755
C 0.447 -2.076 -5.998
C -0.377 -3.989 -4.679
C -1.291 -4.295 -5.686
C -2.160 -5.372 -5.490
C -2.051 -6.196 -4.358
C -1.104 -5.884 -3.364
C -0.298 -4.753 -3.500
C -0.693 -1.456 -3.017
C -0.608 -0.781 -1.800
C -0.359 2.206 -1.390
C -0.943 3.463 -1.560
H -1.645 5.869 -2.521
H -3.149 4.905 -2.571
H -3.248 6.529 -2.030
H -4.951 5.812 -1.116
H -6.745 5.548 0.553
H -6.193 5.230 2.983
H -3.834 5.583 3.715
H -2.022 5.900 2.063
H -1.543 4.156 1.697
H -0.395 2.041 2.016
H 1.856 0.700 0.211
H 2.757 -0.470 -1.674
H 2.580 -2.080 -3.492
H 0.599 -2.794 -6.797
H -0.458 -1.499 -6.222
H 1.306 -1.396 -5.958
H -1.324 -3.695 -6.590
H -2.905 -5.594 -6.252
H -2.669 -7.112 -4.260
H -0.958 -6.527 -2.505
H 0.417 -4.447 -2.723
H -1.672 -1.632 -3.455
H -1.519 -0.385 -1.361
H 0.028 1.742 -2.299
H -0.967 3.905 -2.558
*
```

Its SMILES is CN(c1ccccc1)c1ccc(C(c2ccc(N(C)c3ccccc3)cc2)C2(Cc3ccc([N+](=O)[O-])cc3)C(=O)OC(C)(C)OC2=O)cc1. Its frontier orbital gap is 6.591 eV.

Results of the Mulliken charge analysis, in e, for atoms 1 through 4: number 1, C, carries -1.252; number 2, C, carries 1.439; number 3, C, carries -1.713; number 4, O, carries -0.249

No. 5
Entry from OMol25: a molecular structure, C40H37N8O3S3Ti (wB97M-V/def2-TZVPD).

Geometry as ORCA input:
```
! wB97M-V def2-TZVPD RIJCOSX def2/J DEFGRID3
* xyz 1 3
Ti 0.025 0.228 0.684
N 1.709 -0.280 3.770
C 2.043 -1.191 2.805
N 3.104 -1.938 3.034
C 3.384 -2.833 2.055
N 4.516 -3.538 2.211
N 2.639 -3.077 0.987
C 1.553 -2.301 0.856
N 1.255 -1.269 1.720
C 0.619 -2.531 -0.192
C 0.585 -3.735 -0.928
C -0.446 -3.966 -1.792
C -1.469 -2.995 -1.930
C -1.373 -1.838 -1.211
N -0.354 -1.576 -0.365
H 2.144 -0.447 4.663
H 0.755 0.043 3.781
H 5.072 -3.403 3.034
H 4.746 -4.252 1.544
H 1.376 -4.454 -0.768
H -0.494 -4.889 -2.353
H -2.305 -3.149 -2.596
H -2.118 -1.054 -1.307
S -4.022 5.943 -0.792
C -3.269 6.931 -1.963
C -2.200 6.312 -2.535
C -1.982 5.014 -2.011
C -2.894 4.668 -1.051
C -2.977 3.411 -0.308
C -1.803 2.673 -0.068
N -1.786 1.528 0.581
C -2.948 1.039 1.067
C -4.177 1.673 0.854
C -5.373 1.032 1.320
C -5.321 -0.166 1.943
C -4.066 -0.813 2.199
C -3.948 -2.045 2.856
C -2.703 -2.597 3.081
C -1.581 -1.871 2.636
N -1.656 -0.709 2.019
C -2.883 -0.187 1.794
C -2.513 -3.889 3.742
C -1.369 -4.636 3.826
C -1.552 -5.852 4.529
C -2.829 -6.013 4.967
S -3.814 -4.683 4.549
C -4.167 2.885 0.152
H -3.652 7.917 -2.169
H -1.593 6.764 -3.305
H -1.199 4.353 -2.357
H -0.850 3.027 -0.436
H -6.323 1.521 1.145
H -6.228 -0.657 2.270
H -4.848 -2.562 3.168
H -0.583 -2.260 2.782
H -0.425 -4.352 3.383
H -0.770 -6.578 4.692
H -3.243 -6.839 5.521
H -5.105 3.392 -0.045
C 3.774 0.084 -6.634
C 3.179 0.244 -5.265
C 3.935 0.038 -4.123
C 3.399 0.161 -2.847
C 4.323 -0.115 -1.689
C 2.041 0.524 -2.714
C 1.250 0.731 -3.868
C -0.217 1.080 -3.850
C 1.841 0.585 -5.113
C 1.453 0.664 -1.366
O 2.062 0.337 -0.309
O 0.256 1.103 -1.205
H 4.857 -0.016 -6.587
H 3.534 0.939 -7.267
H 3.373 -0.806 -7.122
H 4.979 -0.232 -4.224
H 5.326 -0.310 -2.066
H 3.989 -0.979 -1.115
H 4.370 0.719 -0.989
H -0.401 2.039 -3.368
H -0.795 0.337 -3.301
H -0.590 1.126 -4.872
H 1.234 0.741 -5.998
C 2.330 3.236 3.377
S 2.272 2.192 1.928
C 2.488 3.459 0.685
O 0.784 1.845 1.837
H 1.649 4.078 3.271
H 3.356 3.573 3.519
H 2.035 2.609 4.216
H 3.460 3.931 0.829
H 1.685 4.189 0.778
H 2.460 2.963 -0.283
*
```

Its frontier orbital gap (alpha / beta) is 4.511 / 7.329 eV. The energy above the lowest of the compared OMol25 structures with the same formula, charge and spin is 4.0 kcal per mole.

Results of the Mulliken charge analysis, in e, for atoms 1 through 4: number 1, Ti, carries -0.199; number 2, N, carries -0.231; number 3, C, carries 0.045; number 4, N, carries -0.829

Number 1: molar mass 929.1 g/mol, E -115522.579 eV. Number 2: molar mass 1068.3 g/mol, E -161437.371 eV. Number 3: molar mass 812.7 g/mol, E -99089.716 eV. Number 4: molar mass 655.8 g/mol, E -58830.777 eV. Number 5: molar mass 821.9 g/mol, E -115767.120 eV.